A structure of composition C38H53BN9SeSi2Sr. Source: the OMol25 dataset; level of theory: ωB97M-V with the def2-TZVPD basis set.

Computed properties:
Kohn-Sham gap (spin up / spin down)	7.14 / 4.54	eV
2S+1	2
F_max	3.1	eV/Å
E	-136295.8103	eV

XYZ file:
```
105
C38H53BN9SeSi2Sr, DFT ωB97M-V with the def2-TZVPD basis set
Sr -0.79815 0.12539 -0.86847
C 1.97500 1.65230 -2.93917
C 0.96903 0.80613 -3.65080
C 1.09267 0.13403 -4.87554
C -0.10537 -0.52717 -5.03832
N -0.89530 -0.24025 -3.98503
N -0.23268 0.56752 -3.12936
B -2.23838 -0.94639 -3.64497
N -1.86954 -2.20829 -2.82615
C -1.78921 -3.47297 -3.27769
C -1.14439 -4.23036 -2.32413
C -0.84423 -3.33369 -1.29085
C -0.17106 -3.62758 0.00830
N -1.27281 -2.11186 -1.61216
N -3.23156 -0.03456 -2.87546
C -4.44968 0.33157 -3.32215
C -5.05765 1.09099 -2.34844
C -4.12800 1.15112 -1.30084
C -4.26390 1.87315 -0.00084
N -3.03547 0.46843 -1.63321
N -2.92350 -1.31967 -4.95836
C -3.01248 -0.53800 -6.06521
C -4.01475 -1.03936 -6.85459
C -4.51657 -2.14693 -6.13513
C -5.64918 -3.04914 -6.50406
N -3.86739 -2.29003 -4.99309
H 2.67843 2.08284 -3.64854
H 2.54178 1.05212 -2.22229
H 1.48350 2.45914 -2.39528
H 1.93822 0.12523 -5.54187
H -0.43693 -1.17064 -5.83497
H -2.23631 -3.75284 -4.21404
H -0.92255 -5.28341 -2.36079
H -0.15420 -4.70158 0.18470
H -0.69764 -3.15063 0.83609
H 0.85697 -3.26379 0.00379
H -4.83362 0.02626 -4.28014
H -6.03672 1.53645 -2.38950
H -5.31235 1.93409 0.28616
H -3.88138 2.89056 -0.09214
H -3.70585 1.37159 0.78861
H -2.37175 0.31669 -6.20616
H -4.33618 -0.67324 -7.81521
H -5.91991 -2.91040 -7.54899
H -6.52252 -2.82705 -5.88920
H -5.38360 -4.09203 -6.33557
C -0.61065 2.46878 0.39047
Si 0.05168 2.76369 2.07262
C 0.12506 1.09421 3.03576
N 0.83156 0.03173 2.31008
C 0.35750 -1.31909 2.54719
C 0.64555 -1.81373 3.97904
C 1.97100 -1.22083 4.48299
C 2.92097 -0.92391 3.32367
C 2.28874 0.07518 2.32694
C -1.08398 3.81855 3.17774
C -2.34220 3.31429 3.52056
C -3.22412 4.03635 4.31044
C -2.86837 5.29620 4.77205
C -1.62784 5.81921 4.43917
C -0.74737 5.08649 3.65430
C 1.77349 3.54559 2.13971
C 2.46058 3.89457 0.97836
C 3.72323 4.47074 1.03250
C 4.32383 4.71012 2.25957
C 3.66031 4.36458 3.42979
C 2.40025 3.78913 3.36511
H -0.07645 3.06467 -0.36422
H -1.65723 2.79208 0.35249
H -0.91036 0.76389 3.16672
H 0.52801 1.25890 4.04966
H 0.87571 -1.96887 1.83161
H -0.71584 -1.36629 2.33636
H 0.69127 -2.90675 3.97712
H -0.16580 -1.52346 4.64864
H 2.44828 -1.90368 5.18859
H 1.78137 -0.29438 5.02817
H 3.16304 -1.85697 2.80360
H 3.85674 -0.51010 3.70418
H 2.65716 -0.16659 1.31564
H 2.60566 1.09039 2.54652
H -2.63757 2.33638 3.15143
H -4.18780 3.61389 4.57041
H -3.55434 5.86704 5.38531
H -1.33984 6.80310 4.79067
H 0.22100 5.50498 3.40302
H 2.00160 3.70720 0.01367
H 4.23820 4.73560 0.11679
H 5.30533 5.16576 2.30391
H 4.12833 4.54640 4.38975
H 1.89099 3.52078 4.28627
C 5.86456 -3.01862 1.86771
Si 4.27287 -3.52992 0.99973
C 4.67148 -4.80252 -0.33363
C 3.06918 -4.28310 2.24654
Se 3.33510 -1.72093 -0.01684
H 6.40907 -3.90232 2.20801
H 5.66941 -2.38333 2.73329
H 6.50643 -2.46363 1.18154
H 5.29901 -5.59480 0.07764
H 5.21156 -4.33375 -1.15841
H 3.76521 -5.25702 -0.73692
H 3.43143 -5.26558 2.55919
H 2.07681 -4.41217 1.81044
H 2.96826 -3.66182 3.13834
```